(1)
Molecular formula: C3H13O5
Method: DFT, the ωB97M-V functional and the def2-TZVPD basis

Each line ends with the natural charge from an NBO analysis.
Element x y z (Å)
O: 0.55079 2.68765 -0.46380  -1.0311
H: -0.77431 -1.59259 -0.78444  0.5179
O: 0.30182 -1.35689 -2.05041  -1.1077
C: -0.47773 -0.63144 1.94133  -0.4533
O: 0.07319 1.01596 -2.32832  -1.1186
C: 0.96163 -0.84260 1.45339  -0.0740
C: -1.40080 -0.42426 0.72481  -0.0604
H: 0.08468 3.52926 -0.41212  0.4462
H: 1.15697 -1.36903 0.51492  0.1984
O: -1.47153 -1.53239 -0.08494  -0.7907
O: 1.61889 0.42934 1.28061  -0.7500
H: 1.50819 -1.31696 2.29975  0.1464
H: 0.16963 2.19050 -1.28133  0.5074
H: 0.12243 -0.18926 -2.12115  0.4923
H: -0.79048 -1.50449 2.51682  0.1830
H: 0.98334 1.25392 -2.56061  0.4392
H: -0.99517 0.46514 0.18425  0.1735
H: -0.38414 0.25495 2.57574  0.2071
H: -2.41411 -0.09580 1.02141  0.1433
H: 1.30957 0.74236 0.42837  0.4880
H: -0.13284 -1.71337 -2.85427  0.4429

**Lowest unoccupied orbital energy**: 3.954 eV
**E_HOMO**: -5.3 eV
**Gap between HOMO and LUMO**: 9.23 eV
**Maximum force**: 1.95 eV Å⁻¹
**Charge**: -1

(2)
Molecular formula: C3H14CaNOS
Method: DFT, the ωB97M-V functional and the def2-TZVPD basis

Each line ends with the natural charge from an NBO analysis.
Element x y z (Å)
H: 1.41685 1.96485 -1.49236  0.3923
Ca: 0.32612 -0.01925 0.07054  1.3498
H: 2.16443 -0.33032 3.48812  0.1998
H: 2.46545 0.64724 -1.40055  0.3546
C: 1.97967 2.33303 3.44951  -0.8423
H: -2.03848 -1.27467 -1.28802  0.2121
O: -0.13154 2.17840 2.04458  -0.8997
H: -1.38456 1.01972 0.05911  -0.5955
C: -1.01905 -1.01300 -1.65493  -1.3888
N: 1.49640 0.94224 -1.55256  -1.1665
H: -0.33136 -1.88073 -1.77036  0.1302
H: 2.03136 3.38799 3.10094  0.2453
H: -1.00426 -0.27223 -2.49366  0.1512
H: -1.11748 -0.74646 1.08297  -0.8109
H: 1.17266 0.62108 -2.47573  0.4113
S: 1.20544 1.46399 2.16153  1.1433
H: 0.38655 -0.14536 3.81930  0.2547
H: 0.98859 -1.04550 2.36162  0.2487
H: 1.34436 2.26179 4.32969  0.2375
H: 2.99549 1.93274 3.60958  0.2154
C: 1.17306 -0.17832 3.03856  -0.8425

**Lowest unoccupied orbital energy (spin up / spin down)**: 2.182 / 2.179 eV
**E_HOMO (spin up / spin down)**: -0.8 / -0.8 eV
**Gap between HOMO and LUMO (spin up / spin down)**: 3.02 / 3.03 eV
**Maximum force**: 2.50 eV Å⁻¹
**Charge**: -1

(3)
Molecular formula: C3H14N2O2
Method: DFT, the ωB97M-V functional and the def2-TZVPD basis

Each line ends with the natural charge from an NBO analysis.
Element x y z (Å)
C: 1.72064 -0.62997 0.60868  -0.6995
H: 0.96165 -1.28157 0.16507  0.3983
H: -2.17441 1.06890 0.50993  0.3701
H: 2.84016 1.14323 -0.66388  0.2687
H: 2.66109 -1.12567 0.38743  0.3238
H: -3.54200 0.39143 -0.05417  0.3657
H: -0.62608 -2.44094 -1.88765  0.4575
H: 0.33807 1.19716 1.09595  0.2573
H: 2.93920 1.16187 1.25133  0.2425
O: -1.17855 -0.88500 0.94076  -1.0995
H: -2.53437 1.14597 -1.10812  0.3515
O: -0.81823 -1.64280 -1.37245  -1.2454
N: 0.43711 0.86845 -1.01592  -0.8820
C: 0.99966 0.86656 0.27959  0.1434
H: -0.15826 0.05673 -1.15399  0.4592
H: -1.66556 -1.64495 1.29100  0.4602
C: 2.43626 0.93811 0.32554  -0.2253
H: -0.19909 1.65380 -1.06767  0.3788
H: -1.10691 -1.36398 -0.05094  0.5061
N: -2.93624 1.19872 -0.17286  -1.0883
H: 1.60586 -0.67606 1.69236  0.2569

**Lowest unoccupied orbital energy**: -0.447 eV
**E_HOMO**: -8.3 eV
**Gap between HOMO and LUMO**: 7.89 eV
**Maximum force**: 2.55 eV Å⁻¹

(4)
Molecular formula: C3H14N2O2
Method: DFT, the ωB97M-V functional and the def2-TZVPD basis

Each line ends with the natural charge from an NBO analysis.
Element x y z (Å)
H: -0.01729 2.94091 0.65049  0.4738
H: 1.35806 0.67480 -2.06937  0.2111
H: 1.55455 -0.65824 1.49209  0.3722
C: -0.51811 -0.69729 1.72120  -0.2394
H: -0.99906 -1.56852 2.17189  0.1847
H: 0.13786 -1.76708 0.01663  0.1838
H: -0.05348 1.66274 1.63342  0.4946
N: -0.19273 0.12315 -0.70681  -0.6773
H: -1.57354 -1.29666 -0.08060  0.2006
H: 1.44468 -1.00285 -1.50480  0.2034
H: -0.41123 1.06060 -0.41061  0.3890
N: 0.83833 -0.39896 2.13985  -0.8811
C: -0.57662 -0.96292 0.19969  -0.2150
H: -1.16183 0.16282 1.91753  0.1807
O: -0.99604 -0.37545 -3.55321  -0.9608
H: 1.95452 0.36472 -0.54654  0.1590
H: -1.67644 0.28538 -3.63265  0.4608
H: -0.73632 -0.31930 -2.62864  0.4830
H: 1.00640 -0.68108 3.10061  0.3779
C: 1.15638 0.00739 -1.22883  -0.4340
O: -0.53806 2.44586 1.31866  -0.9668

**Lowest unoccupied orbital energy**: 0.777 eV
**E_HOMO**: -9.0 eV
**Gap between HOMO and LUMO**: 9.76 eV
**SMILES**: CNCCN.O.O
**Maximum force**: 1.91 eV Å⁻¹

(5)
Molecular formula: C3H14N2O2
Method: DFT, the ωB97M-V functional and the def2-TZVPD basis

Each line ends with the natural charge from an NBO analysis.
Element x y z (Å)
N: 0.91885 -0.46650 2.03606  -0.8768
C: 1.27500 0.04089 -1.08092  -0.4437
H: -0.37982 1.04569 -0.20642  0.3984
C: -0.72248 -1.00936 0.06150  -0.2213
H: -1.13171 0.43171 -4.05978  0.4552
H: -0.28274 3.21366 0.82632  0.4799
N: -0.18167 0.16603 -0.67520  -0.6937
H: 1.29039 -0.91768 2.95527  0.3722
H: -0.89351 -0.17734 -2.80626  0.4822
H: -0.05636 2.07636 1.99770  0.4989
H: 1.91136 0.33117 -0.09234  0.1606
H: -0.76587 -1.88498 2.03807  0.1716
H: -0.36422 -2.00575 -0.25585  0.1890
H: -1.12311 -0.20235 1.90656  0.1724
H: -1.78684 -1.09391 0.01906  0.2029
H: 1.44881 1.01786 -1.58712  0.2072
C: -0.39622 -0.91904 1.60322  -0.2342
H: 1.63665 -0.58635 1.37441  0.3626
H: 1.36997 -0.98431 -1.63041  0.2343
O: -0.71512 2.39927 1.30503  -0.9678
O: -1.05136 -0.47509 -3.72890  -0.9497

**Lowest unoccupied orbital energy**: 0.626 eV
**E_HOMO**: -8.5 eV
**Gap between HOMO and LUMO**: 9.16 eV
**SMILES**: CNCCN.O.O
**Maximum force**: 3.13 eV Å⁻¹

(6)
Molecular formula: C3H14N2O2
Method: DFT, the ωB97M-V functional and the def2-TZVPD basis

Each line ends with the natural charge from an NBO analysis.
Element x y z (Å)
H: -1.32041 1.34835 2.46524  0.4562
C: 2.66130 -0.99419 -0.91374  -0.4345
C: 0.82278 -0.22358 0.50984  -0.2427
H: -0.03531 -0.36439 -2.39793  0.4899
H: -2.42328 0.67850 0.49946  0.3524
H: 1.53504 0.59338 0.65347  0.1981
H: 1.06895 -2.01043 -0.26397  0.3572
O: -1.76729 1.30802 3.32527  -0.9273
H: -0.77726 0.92245 -2.67456  0.4554
H: 2.71937 -0.78162 -1.99421  0.2074
H: 3.10680 -0.09738 -0.49856  0.1911
O: -0.43236 0.15432 -3.12004  -0.9528
C: -0.45601 0.58963 0.32742  -0.2107
H: 0.74902 -0.87621 1.39264  0.1804
H: -1.07363 0.98053 3.87896  0.4641
H: 3.17579 -1.91352 -0.69012  0.1957
H: -1.84531 -0.71578 1.07825  0.3495
H: -0.39649 1.26283 -0.53519  0.1855
H: -0.54849 1.37317 1.08144  0.1329
N: 1.16602 -1.08844 -0.67062  -0.6305
N: -1.79396 -0.09338 0.28275  -0.8174

**Lowest unoccupied orbital energy**: 0.536 eV
**E_HOMO**: -9.8 eV
**Gap between HOMO and LUMO**: 10.29 eV
**SMILES**: CNCCN.O.O
**Maximum force**: 2.65 eV Å⁻¹

(7)
Molecular formula: C3H14N2O2
Method: DFT, the ωB97M-V functional and the def2-TZVPD basis

Each line ends with the natural charge from an NBO analysis.
Element x y z (Å)
H: -0.61615 -1.80561 -0.24711  0.2585
O: -1.51596 -0.62392 2.64285  -0.8937
H: -1.74537 0.89387 -0.27559  0.3999
H: -1.92362 2.19560 -1.73415  0.4425
N: -1.58412 -0.06613 -0.23474  -0.3014
H: 1.71318 1.03094 -1.24389  0.3641
H: 0.60781 -0.10765 1.35461  0.2479
H: -0.05057 -0.78857 -1.59966  0.2934
H: -0.31068 2.15745 -1.47082  0.4819
H: 2.94974 -0.81702 0.50521  0.2419
C: -0.33370 -0.74828 -0.54655  -0.2965
H: 2.07394 1.58377 0.21004  0.3989
H: -2.43586 -0.54644 -0.02244  0.4166
H: -2.08717 -1.39626 3.07075  0.5151
N: 1.28891 1.17537 -0.31765  -0.8577
H: -2.13889 0.23188 1.77868  0.4394
C: 2.08351 -1.17669 0.09410  -0.6182
H: 2.28080 -1.40352 -0.91083  0.2144
H: 1.87539 -2.20718 0.65768  0.2302
C: 0.90891 -0.22919 0.22130  -0.0532
O: -1.04008 2.64758 -1.93181  -0.9240

**Lowest unoccupied orbital energy (spin up / spin down)**: -4.501 / -8.839 eV
**E_HOMO (spin up / spin down)**: -14.3 / -14.2 eV
**Gap between HOMO and LUMO (spin up / spin down)**: 9.85 / 5.40 eV
**2S+1**: 2
**Maximum force**: 6.38 eV Å⁻¹
**Charge**: +1

(8)
Molecular formula: C3H14N2O2S
Method: DFT, the ωB97M-V functional and the def2-TZVPD basis

Each line ends with the natural charge from an NBO analysis.
Element x y z (Å)
H: 1.30586 -1.09730 -0.55526  0.3604
H: 3.26229 -0.54246 1.02238  0.4759
C: -0.26420 -1.28857 -2.22384  -0.0698
H: 0.41160 0.58188 1.42451  0.2265
H: 0.06283 -3.04656 1.89234  0.4750
N: 0.84501 -0.55804 -1.41245  -0.6763
O: -0.18675 -2.15392 1.54082  -0.9514
H: -2.20805 2.26483 1.03081  0.1108
H: -0.02237 -2.31764 -2.17995  0.1831
H: 2.94325 0.74874 1.79772  0.4819
H: -1.85001 -2.02377 -1.15897  0.3770
C: -0.28294 0.72362 0.58996  -0.5838
S: -0.98234 2.28771 0.88042  -0.0394
O: 2.76287 -0.20297 1.72951  -0.9530
H: 0.42961 -1.55585 1.92691  0.4794
H: -0.24598 1.18246 -1.75161  0.1980
H: -2.00835 -0.46545 -1.86519  0.3610
H: 1.07187 1.64032 -0.94374  0.1959
H: 0.02528 -0.93981 -3.27909  0.1853
H: -1.00263 -0.04661 0.56351  0.2440
C: 0.38098 0.79792 -0.89035  -0.2371
N: -1.71211 -1.37464 -1.87732  -0.8434

**Lowest unoccupied orbital energy**: 0.455 eV
**E_HOMO**: -8.4 eV
**Gap between HOMO and LUMO**: 8.83 eV
**SMILES**: NCNCCS.O.O
**Maximum force**: 4.57 eV Å⁻¹

(9)
Molecular formula: C3H14N2O3
Method: DFT, the ωB97M-V functional and the def2-TZVPD basis

Each line ends with the natural charge from an NBO analysis.
Element x y z (Å)
H: 1.52823 0.91725 1.40045  0.5034
H: 0.91523 0.92619 -0.49637  0.4076
H: -1.59597 -2.74391 -0.22470  0.2285
C: -0.20626 1.13849 -0.55218  -0.1623
H: 0.77795 2.07039 3.10075  0.4746
C: -1.64080 -1.65990 -0.30440  -0.6284
H: 2.95580 0.08494 1.19146  0.4762
O: 2.01812 0.07905 0.99727  -1.0088
O: 0.73105 1.71738 2.21338  -1.1964
C: -0.69577 -0.90911 0.60365  -0.2682
H: 0.38159 -1.15681 0.30502  0.4042
H: -0.73947 -1.25081 1.65299  0.2343
H: 0.00720 0.10599 -2.15300  0.4213
N: -0.67152 0.83714 -1.84847  -0.7351
H: -0.36858 1.02682 1.38139  0.4686
O: 0.82166 -1.16505 -1.49882  -0.9048
H: -2.68717 -1.39059 -0.10193  0.2177
H: -0.66459 1.58816 -2.52467  0.3781
H: 1.55339 -1.53583 -2.01753  0.4583
H: -1.42429 -1.40883 -1.33859  0.2551
N: -0.84250 0.51311 0.57395  -0.2646
H: -0.15330 2.21592 -0.35965  0.2404

**Lowest unoccupied orbital energy**: -3.987 eV
**E_HOMO**: -8.9 eV
**Gap between HOMO and LUMO**: 4.94 eV
**Maximum force**: 4.61 eV Å⁻¹

(10)
Molecular formula: C3H14N4Si
Method: DFT, the ωB97M-V functional and the def2-TZVPD basis

Each line ends with the natural charge from an NBO analysis.
Element x y z (Å)
H: 3.35030 -0.44231 -1.04663  -0.1617
H: 0.92801 -2.65618 0.00232  0.3740
N: 2.38941 -1.25147 0.96671  -0.6429
H: -0.32497 -0.22952 -0.99584  0.2323
H: -2.88261 -2.61466 0.44593  0.3365
H: 1.96962 -1.47815 1.84006  0.3771
H: 1.45570 2.98035 1.13934  0.1998
N: -3.22556 -0.87692 -0.53902  -0.6890
N: 1.83800 -2.24168 -0.06463  -0.6449
H: 0.56191 0.93690 -1.85947  0.2487
H: -2.87610 -0.91774 -1.47259  0.3584
C: 0.38251 0.55814 -0.84812  -0.8289
H: 1.08931 3.32471 -0.43235  0.2029
H: 0.13382 1.19694 1.37643  0.1978
Si: 1.95851 -0.54287 -0.55851  1.0571
N: -2.59322 -1.61986 0.52978  -0.6852
C: 0.15123 1.54336 0.32378  -0.4273
H: -0.86311 1.94305 0.28680  0.2117
H: -4.21933 -1.23581 -0.53070  0.3274
H: -2.87207 -1.17193 1.38049  0.3566
H: 2.32104 2.22163 -0.16950  0.2068
C: 1.32762 2.57399 0.22573  -0.6072

**Lowest unoccupied orbital energy (spin up / spin down)**: 0.757 / -1.879 eV
**E_HOMO (spin up / spin down)**: -3.6 / -9.8 eV
**Gap between HOMO and LUMO (spin up / spin down)**: 4.37 / 7.97 eV
**2S+1**: 3
**Maximum force**: 4.64 eV Å⁻¹

(11)
Molecular formula: C3H14N5
Method: DFT, the ωB97M-V functional and the def2-TZVPD basis

Each line ends with the natural charge from an NBO analysis.
Element x y z (Å)
H: -0.76859 2.13768 0.20412  0.1713
H: -1.15078 3.92190 -1.15279  0.3806
N: 0.01917 -1.47021 2.15769  -0.7100
H: 2.07903 -1.69879 -0.26345  0.3802
H: 0.72349 1.74175 -0.70231  0.1976
H: -0.14992 -1.95773 3.02911  0.4291
C: 1.00728 -1.97792 1.40171  0.5783
N: 1.54047 -3.14449 1.68569  -0.6455
C: -1.10585 1.13284 -1.65412  -0.2195
H: -0.22152 -0.47813 -0.55564  0.4328
H: 0.48678 3.93268 -1.17123  0.3917
N: -1.12179 -0.24083 -1.00066  -0.6945
H: -2.12510 1.49431 -1.68915  0.2378
H: 1.36268 -3.53576 2.60649  0.4451
H: -1.31928 -0.96979 -1.68566  0.4469
H: -1.84864 -0.28472 -0.28759  0.4380
H: 0.11365 -0.47027 2.33381  0.4432
C: -0.30175 2.09487 -0.78803  -0.2389
H: -0.68824 1.00170 -2.65088  0.2446
N: -0.33243 3.39199 -1.41818  -0.8179
N: 1.34117 -1.23978 0.28681  -0.3462
H: 2.46017 -3.38128 1.31426  0.4553

**Lowest unoccupied orbital energy (spin up / spin down)**: -7.459 / -12.159 eV
**E_HOMO (spin up / spin down)**: -15.7 / -15.7 eV
**Gap between HOMO and LUMO (spin up / spin down)**: 8.27 / 3.56 eV
**2S+1**: 2
**Maximum force**: 0.93 eV Å⁻¹
**Charge**: +2

(12)
Molecular formula: C3H14NO2S2
Method: DFT, the ωB97M-V functional and the def2-TZVPD basis

Each line ends with the natural charge from an NBO analysis.
Element x y z (Å)
H: 1.05536 -1.57530 -2.04827  0.4701
H: -0.45315 -1.22578 -1.59146  0.4395
S: -1.18767 1.63484 -0.30676  0.0811
H: 1.52778 -0.40953 -0.24692  0.2480
H: 3.17127 -1.72781 -3.07013  0.5032
H: -0.98199 2.22273 2.03899  0.2221
H: 0.12536 -0.11894 1.72442  0.2709
H: 1.48002 -1.99901 0.52091  0.2292
H: 2.24813 -0.67165 -3.62381  0.4971
H: -0.52796 -1.74182 1.54033  0.2268
N: 0.36454 -1.76001 -1.26083  -0.7155
H: -2.61949 2.48539 1.40601  0.2360
H: 3.24990 0.68254 2.30601  0.4894
C: 0.90206 -1.23119 0.02505  -0.2351
S: -1.75529 -0.27270 0.22461  0.0766
H: -1.32442 3.61253 0.92404  0.2444
O: 2.65707 -0.03902 2.06738  -0.9629
C: -1.55912 2.58932 1.19702  -0.7294
H: 2.93221 -0.77473 2.62715  0.4792
C: -0.20366 -0.86295 1.01430  -0.5527
H: 0.06157 -2.72989 -1.19727  0.4289
O: 2.52958 -1.06032 -2.77527  -0.9467

**Lowest unoccupied orbital energy**: -3.070 eV
**E_HOMO**: -12.2 eV
**Gap between HOMO and LUMO**: 9.13 eV
**Maximum force**: 1.25 eV Å⁻¹
**Charge**: +1

Energy above the lowest of the compared OMol25 structures with the same formula, charge and spin? In order: 2.0 60.8 115.1 24.6 53.1 41.2 85.7 51.4 178.5 16.7 0.0 4.8 kcal/mol.